(1)
Density functional theory data (ωB97M-V/def2-TZVPD) for a 10-piece molecular cluster, C52H122N6O8S4 overall at a distorted geometry.

LUMO = 0.1469 eV
Kohn-Sham gap = 7.983 eV
Energy relative to the best compared isomer or geometry (same formula, charge and spin) = 306.3 kJ/mol
SMILES = O=S1(=O)CCCC1.O=S1(=O)CCCC1.O=S1(=O)CCCC1.O=S1(=O)CCCC1.CCN(CC)CC.CCN(CC)CC.CCN(CC)CC.CCN(CC)CC.CCN(CC)CC.CCN(CC)CC
Highest occupied orbital energy = -7.8 eV

Geometry as ORCA input:
```
! wB97M-V def2-TZVPD RIJCOSX def2/J DEFGRID3
* xyz 0 1
O -4.74 1.41 2.55
S -4.90 0.31 3.51
O -6.21 -0.02 4.09
C -4.06 -1.09 2.77
C -3.26 -1.67 3.91
C -2.61 -0.54 4.70
C -3.73 0.46 4.99
H -3.42 -0.65 2.01
H -4.79 -1.81 2.39
H -4.00 -2.23 4.47
H -2.54 -2.42 3.56
H -1.82 -0.01 4.18
H -2.11 -0.84 5.62
H -3.46 1.51 5.09
H -4.40 0.16 5.79
O -0.75 -2.46 -5.26
S 0.66 -2.02 -5.19
O 1.65 -2.94 -4.60
C 1.15 -1.36 -6.87
C 0.73 0.07 -6.82
C 1.06 0.65 -5.44
C 0.69 -0.33 -4.26
H 0.56 -1.84 -7.65
H 2.22 -1.54 -6.93
H 1.22 0.63 -7.62
H -0.35 0.12 -7.00
H 0.40 1.51 -5.34
H 2.08 1.02 -5.33
H -0.26 -0.19 -3.75
H 1.54 -0.30 -3.56
O 4.02 -1.05 -4.40
S 4.84 -2.02 -3.64
O 4.73 -2.18 -2.17
C 4.82 -3.76 -4.41
C 6.28 -4.15 -4.42
C 7.05 -2.99 -5.03
C 6.67 -1.83 -4.07
H 4.46 -3.61 -5.42
H 3.99 -4.37 -4.06
H 6.72 -4.40 -3.46
H 6.42 -5.02 -5.07
H 6.79 -2.81 -6.07
H 8.10 -3.28 -4.92
H 6.70 -0.80 -4.42
H 7.16 -1.98 -3.11
O 3.29 2.51 -3.72
S 4.05 2.71 -2.48
O 4.36 4.02 -1.92
C 3.23 1.69 -1.16
C 4.45 0.97 -0.45
C 5.79 1.40 -1.08
C 5.57 1.77 -2.56
H 2.52 1.03 -1.65
H 2.74 2.40 -0.48
H 4.39 1.07 0.63
H 4.39 -0.10 -0.68
H 6.43 0.53 -0.93
H 6.21 2.22 -0.50
H 5.40 0.89 -3.17
H 6.35 2.41 -2.98
C 3.68 -6.50 6.72
C 2.86 -6.01 5.52
N 3.65 -5.14 4.63
C 2.87 -5.01 3.33
C 3.11 -6.28 2.51
C 3.69 -3.80 5.25
C 4.62 -2.82 4.56
H 3.24 -7.45 7.05
H 3.58 -5.72 7.47
H 4.73 -6.63 6.49
H 2.44 -6.89 5.05
H 1.96 -5.54 5.93
H 1.81 -4.82 3.50
H 3.17 -4.19 2.67
H 4.18 -6.43 2.33
H 2.62 -7.17 2.90
H 2.65 -6.17 1.53
H 3.83 -3.84 6.33
H 2.67 -3.41 5.20
H 5.69 -3.01 4.55
H 4.46 -1.78 4.86
H 4.26 -2.77 3.54
C 0.70 7.20 -4.13
C -0.13 7.02 -2.82
N 0.54 6.12 -1.87
C -0.12 6.16 -0.54
C 0.69 5.43 0.56
C 0.74 4.70 -2.31
C -0.52 3.81 -2.59
H 1.78 7.25 -4.04
H 0.40 8.09 -4.69
H 0.51 6.41 -4.86
H -0.17 8.00 -2.34
H -1.11 6.57 -3.00
H -0.12 7.20 -0.24
H -1.15 5.84 -0.69
H 0.71 4.35 0.47
H 1.77 5.61 0.52
H 0.25 5.62 1.54
H 1.50 4.16 -1.75
H 1.23 4.77 -3.28
H -1.22 4.25 -3.31
H -1.01 3.61 -1.64
H -0.25 2.90 -3.12
C 2.12 -0.30 5.78
C 1.91 0.68 4.62
N 1.84 2.02 5.09
C 1.16 2.80 4.05
C -0.46 2.73 4.25
C 3.16 2.65 5.35
C 3.03 3.97 6.16
H 1.56 0.05 6.65
H 3.15 -0.48 6.10
H 1.77 -1.29 5.48
H 2.63 0.59 3.81
H 0.96 0.44 4.14
H 1.39 3.87 4.07
H 1.45 2.53 3.04
H -0.81 3.68 4.64
H -0.95 2.59 3.29
H -0.85 1.93 4.88
H 3.64 2.72 4.37
H 3.80 1.94 5.88
H 4.04 4.24 6.46
H 2.38 3.79 7.01
H 2.56 4.75 5.56
C -0.93 1.13 0.42
C 0.18 0.26 1.00
N 0.01 -1.16 0.84
C 0.25 -1.66 -0.49
C 1.73 -1.91 -0.68
C 0.39 -1.92 2.07
C -0.05 -3.42 1.91
H -0.88 1.02 -0.67
H -0.94 2.17 0.74
H -1.89 0.69 0.70
H 1.15 0.51 0.56
H 0.16 0.60 2.04
H -0.03 -1.06 -1.36
H -0.31 -2.58 -0.67
H 2.33 -1.13 -0.21
H 1.99 -1.95 -1.74
H 2.00 -2.88 -0.26
H 1.45 -1.74 2.29
H -0.29 -1.50 2.81
H -0.03 -3.96 2.86
H -1.06 -3.52 1.53
H 0.67 -4.00 1.32
C -4.39 6.40 -0.54
C -5.04 5.67 -1.69
N -5.49 4.27 -1.39
C -4.39 3.36 -1.14
C -4.84 2.05 -0.54
C -6.39 3.80 -2.41
C -5.80 3.43 -3.75
H -4.99 6.40 0.36
H -4.26 7.45 -0.80
H -3.38 6.12 -0.23
H -5.89 6.30 -1.95
H -4.45 5.49 -2.59
H -3.73 3.22 -1.99
H -3.71 3.73 -0.37
H -4.00 1.50 -0.11
H -5.61 2.16 0.23
H -5.26 1.45 -1.34
H -7.23 4.49 -2.52
H -6.81 2.88 -2.02
H -5.30 2.47 -3.59
H -5.25 4.28 -4.15
H -6.58 3.38 -4.51
C -3.90 -3.60 0.18
C -4.85 -3.16 -0.86
N -6.10 -3.96 -1.11
C -7.08 -3.11 -1.79
C -8.44 -3.60 -1.41
C -5.80 -5.18 -1.85
C -5.02 -5.01 -3.18
H -3.12 -2.84 0.28
H -3.35 -4.50 -0.09
H -4.44 -3.67 1.13
H -5.24 -2.24 -0.43
H -4.26 -2.92 -1.75
H -6.94 -2.10 -1.43
H -6.82 -3.04 -2.84
H -8.53 -3.52 -0.32
H -9.27 -3.05 -1.86
H -8.60 -4.67 -1.57
H -6.63 -5.87 -2.01
H -5.18 -5.74 -1.16
H -4.51 -5.94 -3.42
H -4.13 -4.39 -3.15
H -5.52 -4.61 -4.06
*
```



(2)
Density functional theory data (ωB97M-V/def2-TZVPD) for a 9-piece molecular cluster, C52H127N9O12 overall at a distorted geometry.

LUMO = 0.5821 eV
Kohn-Sham gap = 9.135 eV
Energy relative to the best compared isomer or geometry (same formula, charge and spin) = 0.0 kJ/mol
SMILES = CC1(C)CCCC(C)(C)N1O.CC1(C)CCCC(C)(C)N1O.COC[C@H](C)N.COC[C@H](C)N.COC[C@H](C)N.COC[C@H](C)N.COCCNCCOC.COCCNCCOC.COCCNCCOC
Highest occupied orbital energy = -8.6 eV

Geometry as ORCA input:
```
! wB97M-V def2-TZVPD RIJCOSX def2/J DEFGRID3
* xyz 0 1
C 6.85 -1.13 1.53
C 5.54 -1.70 0.93
C 5.47 -1.28 -0.58
C 5.50 -3.17 1.04
C 5.42 -3.65 2.46
C 4.14 -3.17 3.06
C 4.04 -1.66 3.02
C 2.61 -1.32 3.33
C 4.92 -1.00 4.17
N 4.26 -1.24 1.61
O 4.14 0.13 1.44
H 7.59 -1.21 0.73
H 6.70 -0.08 1.79
H 7.28 -1.77 2.30
H 6.41 -1.70 -1.02
H 4.60 -1.63 -1.12
H 5.48 -0.16 -0.60
H 4.59 -3.62 0.49
H 6.38 -3.59 0.49
H 5.42 -4.72 2.45
H 6.32 -3.42 3.00
H 4.01 -3.46 4.12
H 3.32 -3.57 2.52
H 2.52 -0.24 3.41
H 2.16 -1.81 4.18
H 2.07 -1.59 2.42
H 4.19 -0.91 5.01
H 5.20 0.00 3.80
H 5.79 -1.60 4.41
H 4.72 0.56 2.03
C 0.91 1.73 -5.24
C 2.23 1.34 -4.53
C 2.43 -0.17 -4.29
C 3.26 1.88 -5.49
C 4.65 2.08 -4.88
C 4.56 2.98 -3.62
C 3.51 2.45 -2.59
C 4.01 1.22 -1.82
C 3.34 3.61 -1.65
N 2.23 2.27 -3.26
O 1.28 1.74 -2.29
H 0.12 1.64 -4.56
H 0.92 2.80 -5.37
H 0.79 1.26 -6.21
H 1.87 -0.63 -3.49
H 2.19 -0.71 -5.20
H 3.50 -0.38 -4.09
H 3.31 1.22 -6.37
H 2.86 2.95 -5.76
H 5.05 1.13 -4.52
H 5.27 2.50 -5.65
H 4.08 3.95 -3.85
H 5.53 3.11 -3.15
H 4.21 0.26 -2.31
H 3.28 0.94 -1.03
H 4.93 1.50 -1.24
H 3.01 4.49 -2.26
H 4.33 3.86 -1.24
H 2.54 3.36 -0.98
H 1.48 0.80 -2.05
C -0.60 -3.75 3.22
O -1.76 -3.14 3.76
C -1.95 -3.50 5.13
C -3.53 -3.60 5.37
C -4.16 -4.79 4.63
N -4.16 -2.31 5.07
H -0.53 -3.60 2.18
H -0.52 -4.87 3.40
H 0.28 -3.33 3.68
H -1.39 -4.44 5.32
H -1.62 -2.69 5.78
H -3.73 -3.64 6.43
H -3.61 -5.67 4.98
H -3.99 -4.71 3.53
H -5.27 -4.87 5.03
H -4.28 -2.13 4.07
H -3.66 -1.50 5.44
C -1.83 -3.44 -4.22
O -0.98 -4.51 -3.93
C 0.36 -4.21 -4.28
C 1.16 -3.70 -3.07
C 2.65 -3.79 -3.40
N 0.93 -4.55 -1.88
H -2.86 -3.65 -3.91
H -1.79 -3.16 -5.30
H -1.49 -2.52 -3.64
H 0.81 -5.21 -4.45
H 0.45 -3.57 -5.18
H 0.96 -2.63 -2.85
H 3.17 -3.39 -2.58
H 2.91 -3.19 -4.28
H 2.94 -4.91 -3.38
H 1.12 -5.57 -2.10
H -0.07 -4.52 -1.70
C -2.66 -1.71 0.65
O -1.82 -0.56 0.54
C -0.77 -0.76 -0.38
C 0.60 -0.88 0.27
C 0.81 0.43 1.10
N 1.70 -1.09 -0.70
H -3.17 -1.92 -0.29
H -3.35 -1.41 1.49
H -2.04 -2.56 0.92
H -0.91 -1.58 -1.10
H -0.79 0.12 -1.03
H 0.61 -1.75 0.96
H -0.01 0.61 1.75
H 0.82 1.27 0.46
H 1.64 0.33 1.73
H 2.58 -0.99 -0.09
H 1.72 -2.10 -0.81
C 7.09 2.31 3.38
O 5.76 2.10 3.09
C 4.87 2.64 4.09
C 3.43 2.62 3.57
C 3.20 3.56 2.34
N 2.58 2.99 4.73
H 7.40 3.30 2.98
H 7.64 1.49 2.94
H 7.29 2.42 4.46
H 4.94 2.09 5.05
H 5.20 3.66 4.27
H 3.23 1.60 3.30
H 3.48 3.24 1.37
H 3.78 4.47 2.53
H 2.10 3.76 2.32
H 2.54 2.24 5.44
H 1.63 3.11 4.35
C -4.41 4.23 4.37
O -3.84 2.99 4.44
C -3.19 2.66 3.20
C -2.42 1.40 3.25
N -1.33 1.48 4.26
C -0.81 0.24 4.64
C 0.26 0.37 5.68
O 0.48 -0.94 6.20
C 1.23 -0.95 7.35
H -3.69 5.07 4.16
H -4.97 4.47 5.31
H -5.19 4.27 3.61
H -2.49 3.50 2.96
H -3.90 2.68 2.33
H -2.08 1.04 2.26
H -3.14 0.66 3.55
H -1.63 1.95 5.09
H -0.38 -0.31 3.80
H -1.60 -0.38 5.08
H -0.15 1.17 6.36
H 1.15 0.72 5.18
H 2.22 -0.58 7.20
H 1.32 -2.02 7.59
H 0.74 -0.38 8.16
C -1.19 4.32 -2.25
O -2.48 4.69 -1.71
C -2.44 4.82 -0.27
C -3.95 5.13 0.18
N -4.74 3.99 -0.19
C -6.17 4.12 0.16
C -6.82 2.79 -0.31
O -6.72 2.61 -1.71
C -7.39 3.63 -2.45
H -0.63 5.26 -2.31
H -1.42 3.91 -3.24
H -0.68 3.57 -1.61
H -1.74 5.58 0.09
H -2.00 3.90 0.19
H -4.18 6.09 -0.21
H -3.97 5.30 1.26
H -4.69 3.76 -1.20
H -6.57 4.98 -0.41
H -6.34 4.21 1.27
H -7.86 2.82 0.03
H -6.24 2.00 0.12
H -8.48 3.82 -2.27
H -7.29 3.36 -3.50
H -6.94 4.58 -2.29
C -2.93 0.26 -2.89
O -4.17 -0.30 -3.09
C -5.09 0.47 -3.86
C -6.17 -0.48 -4.24
N -5.75 -1.34 -5.37
C -6.77 -2.09 -6.08
C -6.24 -2.82 -7.31
O -5.51 -3.90 -6.83
C -4.92 -4.54 -7.92
H -2.56 0.74 -3.86
H -2.28 -0.55 -2.56
H -2.90 1.04 -2.09
H -4.61 0.84 -4.73
H -5.40 1.28 -3.21
H -7.05 0.20 -4.47
H -6.51 -1.12 -3.36
H -5.05 -2.01 -5.01
H -7.49 -1.34 -6.50
H -7.31 -2.87 -5.53
H -5.50 -2.12 -7.84
H -7.09 -3.21 -7.91
H -4.15 -5.23 -7.64
H -4.44 -3.88 -8.64
H -5.71 -5.06 -8.49
*
```



Which value of LUMO does entry 1 give? 0.1469 eV



What is the LUMO in the second record? 0.5821 eV



Which of these has the highest highest occupied orbital energy? C52H122N6O8S4



Look up the highest occupied orbital energy of the second one. -8.6 eV